A 2-piece molecular cluster, C2H8ClN2O2 overall at a distorted geometry, computed with the ωB97M-V functional and the def2-TZVPD basis.

## Properties
Energy relative to the best compared isomer or geometry (same formula, charge and spin): 2.9841 eV
Strongest force on any atom: 4.0 eV Å⁻¹
Net charge: +1
DFT total energy: -800.8659 Ha
LUMO level: -3.8326 eV
Gap between HOMO and LUMO: 10.835 eV

Element x y z (Å)
C1 -1.0352 0.4326 -0.5762
C2 0.1762 -0.3949 -0.1670
N1 1.0013 -0.0107 0.7326
N2 -1.2785 1.4058 0.4252
O1 0.2833 -1.5209 -0.7462
O2 3.3321 -2.7995 0.3323
Cl1 3.1127 -2.2714 1.9029
H1 -0.7529 0.7924 -1.5706
H2 -1.8609 -0.2492 -0.7130
H3 1.9985 -0.4240 0.9638
H4 0.7820 0.8266 1.1479
H5 -2.1801 1.5337 0.7800
H6 -1.3041 2.2815 -0.0108
H7 4.2153 -3.2800 0.2933
H8 0.9738 -2.2023 -0.3117